[1]
This record from the OMol25 dataset describes a 12-piece molecular cluster, C42H60F6N6O18 overall at a distorted geometry. The level of theory is wB97M-V/def2-TZVPD.

CARTESIAN COORDINATES (ANGSTROEM)
C 10.287 -7.874 -10.590
C 10.798 -7.298 -11.967
C 12.271 -7.049 -12.232
C 12.837 -6.324 -11.095
N 13.298 -5.686 -10.249
H 10.923 -7.592 -9.751
H 10.314 -8.963 -10.545
H 9.235 -7.651 -10.409
H 10.275 -6.371 -12.200
H 10.380 -7.998 -12.691
H 12.404 -6.594 -13.214
H 12.722 -8.038 -12.139
C 7.997 -6.485 -1.362
C 8.135 -6.330 -2.894
C 8.809 -5.078 -3.437
C 8.162 -3.876 -3.053
N 7.701 -2.872 -2.752
H 7.705 -7.491 -1.059
H 7.244 -5.773 -1.024
H 8.956 -6.339 -0.865
H 7.158 -6.442 -3.364
H 8.673 -7.189 -3.294
H 8.608 -5.170 -4.505
H 9.886 -4.951 -3.324
C 3.755 -2.793 -9.285
C 5.191 -2.465 -9.659
C 5.291 -1.376 -10.674
C 4.729 -0.045 -10.225
N 4.326 0.978 -9.741
H 3.662 -3.798 -8.875
H 3.182 -2.910 -10.205
H 3.324 -2.010 -8.660
H 5.596 -3.338 -10.170
H 5.697 -2.240 -8.720
H 4.780 -1.759 -11.558
H 6.326 -1.122 -10.900
C 1.229 -4.392 -0.074
C 1.529 -4.981 -1.423
C 1.070 -6.476 -1.613
C 1.792 -7.543 -0.895
N 2.377 -8.402 -0.342
H 1.832 -4.781 0.747
H 0.164 -4.461 0.146
H 1.403 -3.316 -0.066
H 2.600 -4.884 -1.602
H 1.102 -4.464 -2.283
H 1.324 -6.639 -2.660
H -0.006 -6.615 -1.504
C 0.018 2.238 -4.491
C 0.899 3.366 -3.864
C 2.382 3.009 -3.861
C 3.102 4.022 -3.116
N 3.562 4.880 -2.433
H -0.971 2.602 -4.770
H -0.135 1.417 -3.790
H 0.543 1.729 -5.300
H 0.507 3.614 -2.877
H 0.671 4.171 -4.562
H 2.980 2.813 -4.751
H 2.395 2.114 -3.238
C 9.603 -4.029 -19.341
C 8.658 -3.346 -18.374
C 9.006 -1.838 -18.176
C 8.706 -1.000 -19.337
N 8.456 -0.384 -20.288
H 9.469 -3.545 -20.309
H 9.319 -5.074 -19.461
H 10.644 -4.001 -19.020
H 8.622 -3.895 -17.432
H 7.636 -3.414 -18.749
H 10.070 -1.750 -17.955
H 8.493 -1.299 -17.380
C -0.773 4.889 -12.334
C -1.930 5.122 -11.468
O -2.238 3.872 -10.879
C -1.586 2.935 -11.478
O -1.581 1.720 -11.183
O -0.923 3.448 -12.448
F -2.940 5.541 -12.159
H 0.194 5.208 -11.946
H -0.868 5.419 -13.282
H -1.735 5.837 -10.668
C 10.391 3.624 -6.555
C 11.482 4.464 -7.240
O 12.002 3.681 -8.281
C 11.425 2.505 -8.268
O 11.546 1.638 -9.146
O 10.532 2.401 -7.268
F 12.403 4.574 -6.285
H 9.405 4.063 -6.705
H 10.387 3.535 -5.469
H 11.150 5.460 -7.533
C -0.235 -0.061 -18.845
C 0.606 -1.347 -18.783
O 1.652 -0.965 -17.901
C 1.718 0.348 -17.766
O 2.632 0.981 -17.155
O 0.754 0.886 -18.555
F 1.179 -1.662 -19.980
H -1.002 -0.043 -18.070
H -0.562 0.136 -19.866
H -0.010 -2.199 -18.494
C 1.742 -10.076 -14.884
C 2.025 -8.715 -14.280
O 3.342 -8.451 -14.602
C 3.886 -9.530 -15.204
O 5.048 -9.550 -15.623
O 3.030 -10.557 -15.105
F 1.841 -8.883 -12.931
H 1.127 -10.020 -15.782
H 1.167 -10.607 -14.124
H 1.312 -7.954 -14.598
C -4.790 -5.432 -8.069
C -3.293 -5.635 -7.806
O -3.249 -7.021 -7.412
C -4.480 -7.419 -7.076
O -4.780 -8.527 -6.623
O -5.386 -6.371 -7.223
F -2.963 -4.905 -6.763
H -5.109 -5.477 -9.110
H -5.128 -4.450 -7.738
H -2.662 -5.399 -8.663
C 4.771 9.430 -8.490
C 3.634 9.957 -7.658
O 4.439 10.534 -6.594
C 5.559 9.748 -6.489
O 6.287 9.804 -5.508
O 5.769 9.051 -7.582
F 2.924 8.948 -7.184
H 5.132 10.250 -9.111
H 4.470 8.671 -9.211
H 2.943 10.632 -8.163

Summary:
Energy above the lowest of the compared OMol25 structures with the same formula, charge and spin: 126.2 kcal per mole
Multiplicity: 1
HOMO level: -10.95 eV
M: 1051.0 g/mol
Frontier orbital gap: 10.904 eV
E: -3918.29274 hartree
Charge: 0


[2]
This record from the OMol25 dataset describes a 2-piece molecular cluster, C2HN2O2 overall at a distorted geometry. The level of theory is wB97M-V/def2-TZVPD.

CARTESIAN COORDINATES (ANGSTROEM)
C -1.838 0.202 -0.002
C 0.332 -0.700 0.509
N -2.953 0.376 -0.166
N 1.154 0.296 0.028
O 2.315 0.013 -0.300
O 0.790 1.467 0.045
H 0.200 -1.653 -0.114

Summary:
Energy above the lowest of the compared OMol25 structures with the same formula, charge and spin: 145.4 kcal per mole
Multiplicity: 1
HOMO level: -5.26 eV
M: 85.0 g/mol
Frontier orbital gap: 8.680 eV
E: -336.62145 hartree
Charge: -1


[3]
This record from the OMol25 dataset describes C33H43N6O2S2SnTe as an isolated structure. The level of theory is wB97M-V/def2-TZVPD.

CARTESIAN COORDINATES (ANGSTROEM)
Sn 1.276 0.083 -1.901
O 2.334 1.319 1.142
S 2.471 2.572 -0.017
N 1.975 2.152 -1.392
C 3.920 -1.975 1.040
C 2.986 -0.842 1.456
O 2.250 -0.999 2.468
N 3.133 0.199 0.666
Te -0.176 0.674 2.498
C -2.207 0.758 3.317
C -3.246 -0.011 2.774
C -3.078 -0.917 1.577
C -4.527 0.045 3.333
C -4.818 0.839 4.425
C -6.202 0.889 5.018
C -3.780 1.584 4.973
C -2.493 1.550 4.450
C -1.433 2.367 5.139
C -0.314 2.759 2.039
C -1.215 3.217 1.069
C -2.125 2.314 0.278
C -1.274 4.581 0.782
C -0.455 5.500 1.413
C -0.488 6.960 1.041
C 0.445 5.028 2.358
C 0.541 3.677 2.673
C 1.614 3.267 3.647
H 3.560 -2.913 1.463
H 4.921 -1.783 1.434
H 4.001 -2.055 -0.043
H -2.045 -1.004 1.254
H -3.655 -0.540 0.729
H -3.449 -1.920 1.803
H -5.315 -0.558 2.887
H -6.906 0.311 4.418
H -6.570 1.916 5.075
H -6.213 0.483 6.033
H -3.975 2.205 5.844
H -1.810 2.765 6.083
H -1.110 3.202 4.515
H -0.549 1.759 5.335
H -1.808 1.275 0.330
H -2.121 2.615 -0.771
H -3.153 2.374 0.650
H -1.967 4.922 0.018
H -1.414 7.215 0.525
H 0.343 7.204 0.374
H -0.399 7.596 1.924
H 1.115 5.728 2.850
H 1.823 4.078 4.348
H 2.530 3.027 3.103
H 1.345 2.367 4.197
S 1.391 0.796 -4.291
C 1.552 -1.039 -4.759
N 0.324 -1.557 -5.367
C -0.064 -0.880 -6.592
C 1.059 -1.059 -7.606
C 2.348 -0.507 -7.011
N 2.612 -1.201 -5.759
H -0.399 -1.513 -4.660
H -0.230 0.196 -6.427
H -0.995 -1.321 -6.959
H 0.820 -0.551 -8.546
H 1.187 -2.127 -7.801
H 2.233 0.577 -6.861
H 3.191 -0.673 -7.688
H 3.467 -0.872 -5.329
C 0.438 -3.765 2.543
C 0.423 -4.048 1.038
C -0.245 -2.968 0.313
N -0.736 -2.117 -0.279
H 0.979 -4.555 3.066
H -0.578 -3.715 2.939
H 0.928 -2.807 2.735
H -0.077 -4.985 0.792
H 1.442 -4.114 0.656
N 1.839 -1.685 -3.520
C 2.010 -3.033 -3.448
C 2.197 -3.595 -2.158
C 2.406 -4.945 -1.960
C 2.435 -5.835 -3.033
C 2.242 -5.310 -4.307
C 2.034 -3.958 -4.525
H 2.173 -2.913 -1.316
H 2.554 -5.318 -0.951
H 2.597 -6.895 -2.879
H 2.260 -5.977 -5.165
H 1.888 -3.589 -5.527

Summary:
Multiplicity: 2
HOMO level (alpha / beta): -1.02 / -1.45 eV
M: 866.2 g/mol
Frontier orbital gap (alpha / beta): 4.937 / 5.374 eV
E: -3040.95702 hartree
Charge: -2


[4]
This record from the OMol25 dataset describes C44H42FN6O9Ti as an isolated structure at a distorted geometry. The level of theory is wB97M-V/def2-TZVPD.

CARTESIAN COORDINATES (ANGSTROEM)
Ti -1.267 -0.397 -0.401
C 0.816 -0.759 5.141
O -0.469 -1.202 4.691
C -0.535 -0.861 3.354
N 0.480 -0.261 2.877
C 1.271 0.190 4.035
C 2.770 0.250 3.857
C 3.490 1.353 4.302
C 4.871 1.418 4.145
C 5.553 0.371 3.540
C 4.844 -0.740 3.102
C 3.466 -0.793 3.261
C -1.876 -1.092 2.735
C -2.793 -1.735 3.496
C -4.181 -1.796 3.143
C -4.549 -1.157 2.013
C -3.570 -0.529 1.213
N -2.180 -0.483 1.509
C -3.962 0.025 0.004
N -3.101 0.433 -0.913
C -3.852 0.921 -2.074
C -5.315 0.599 -1.699
O -5.278 0.137 -0.338
C -3.650 2.394 -2.363
C -3.310 2.823 -3.637
C -3.171 4.181 -3.916
C -3.380 5.117 -2.917
C -3.724 4.692 -1.635
C -3.858 3.341 -1.364
H 1.489 -1.616 5.243
H 0.698 -0.279 6.110
H 0.934 1.209 4.253
H 2.959 2.177 4.766
H 5.414 2.288 4.492
H 6.626 0.424 3.404
H 5.375 -1.562 2.634
H 2.899 -1.641 2.917
H -2.461 -2.191 4.414
H -4.896 -2.308 3.773
H -5.576 -1.129 1.675
H -3.554 0.353 -2.953
H -5.742 -0.183 -2.325
H -5.946 1.483 -1.742
H -3.147 2.089 -4.420
H -2.895 4.500 -4.913
H -3.276 6.174 -3.130
H -3.882 5.418 -0.847
H -4.115 3.009 -0.362
O -0.984 -2.258 -7.400
C -0.772 -2.994 -6.414
O -0.413 -4.186 -6.345
C -0.973 -2.312 -5.055
C -1.097 -0.933 -4.953
C -1.208 -0.341 -3.708
N -1.268 -1.048 -2.573
C -1.223 -2.386 -2.685
C -1.033 -3.047 -3.877
C -1.516 -3.100 -1.397
O -1.296 -4.295 -1.279
O -2.020 -2.314 -0.491
H -1.090 -0.346 -5.861
H -1.237 0.734 -3.599
H -0.945 -4.124 -3.901
F 1.574 4.528 -3.195
C 1.008 3.463 -2.563
C -0.075 3.675 -1.735
C -0.642 2.569 -1.109
C -0.177 1.258 -1.273
C 0.931 1.129 -2.119
C 1.536 2.207 -2.765
H -0.465 4.676 -1.594
H -1.469 2.751 -0.434
H 1.358 0.148 -2.306
H 2.385 2.075 -3.425
O 2.086 -1.981 -1.139
C 1.358 -2.041 -0.066
O 0.361 -1.348 0.088
C 1.789 -3.047 0.973
N 3.210 -3.356 0.740
C 3.395 -4.821 0.787
C 2.098 -5.320 0.174
C 1.055 -4.403 0.810
H 1.548 -2.615 1.941
H 3.835 -2.846 1.344
H 2.885 -2.538 -0.920
H 3.498 -5.188 1.813
H 4.285 -5.107 0.227
H 1.906 -6.371 0.383
H 2.115 -5.184 -0.910
H 0.788 -4.764 1.804
H 0.136 -4.325 0.228
C 2.900 1.748 0.673
N 2.406 2.893 1.417
C 3.251 4.062 1.573
C 1.100 2.951 1.781
O 0.287 2.093 1.547
H 3.130 2.016 -0.363
H 2.116 0.992 0.666
H 3.796 1.351 1.157
H 4.277 3.781 1.338
H 3.233 4.430 2.602
H 2.963 4.876 0.904
H 0.856 3.878 2.333

Summary:
Energy above the lowest of the compared OMol25 structures with the same formula, charge and spin: 45.2 kcal per mole
Multiplicity: 1
HOMO level (alpha / beta): -3.26 / -3.26 eV
M: 865.7 g/mol
Frontier orbital gap (alpha / beta): 5.071 / 5.070 eV
E: -3657.09967 hartree
Charge: -1


[5]
This record from the OMol25 dataset describes a 2-piece molecular cluster, C14H16O overall at a distorted geometry. The level of theory is wB97M-V/def2-TZVPD.

CARTESIAN COORDINATES (ANGSTROEM)
C 1.555 -4.036 0.745
C 0.408 -0.102 2.259
C -0.225 -1.309 2.648
C 1.376 -0.253 1.289
C 0.045 -2.518 2.054
C 1.730 -1.471 0.671
C 1.068 -2.630 1.060
H 0.226 0.763 2.840
H -1.021 -1.304 3.430
H 2.037 0.572 1.031
H -0.510 -3.447 2.344
H 2.588 -1.523 0.008
H 2.297 -4.283 1.492
H 1.949 -4.092 -0.272
H 0.719 -4.744 0.792
C 1.339 1.133 -2.082
C -0.699 0.973 -0.621
C 0.007 1.642 -1.604
C -1.976 1.353 -0.255
C -2.493 2.461 -0.897
C -0.462 2.878 -2.078
C -1.764 3.297 -1.751
O -3.738 3.026 -0.730
H -0.283 0.022 -0.462
H -2.628 0.820 0.421
H 2.141 1.832 -2.416
H 1.166 0.584 -3.070
H 0.031 3.465 -2.861
H -4.433 2.427 -0.356
H -2.090 4.176 -2.239
H 1.640 0.287 -1.391

Summary:
Energy above the lowest of the compared OMol25 structures with the same formula, charge and spin: 30.2 kcal per mole
Multiplicity: 1
HOMO level: -8.12 eV
M: 200.3 g/mol
Frontier orbital gap: 8.986 eV
E: -618.26785 hartree
Charge: 0


[6]
This record from the OMol25 dataset describes one molecule with the formula C9H16N4O5 at a distorted geometry. The level of theory is wB97M-V/def2-TZVPD.

CARTESIAN COORDINATES (ANGSTROEM)
C 0.772 1.150 -0.630
C 0.661 0.956 0.844
C 1.891 0.315 -1.340
C 3.244 0.051 -0.530
C 3.241 -1.254 0.201
C -1.503 -0.340 0.687
C -1.022 -1.348 -0.326
C -2.610 0.563 0.089
C -3.885 -0.247 0.288
H 0.190 3.099 -0.620
H 1.758 2.871 -0.281
H -0.136 0.856 -1.117
H 1.391 -0.636 -1.634
H 2.091 0.978 -2.265
H 3.966 -0.052 -1.315
H 3.466 0.875 0.158
H 2.423 -0.474 1.957
H 2.826 -2.171 1.882
H -0.457 0.347 2.382
H -2.058 -0.844 1.503
H -2.402 0.851 -0.982
H -2.772 1.424 0.755
H -4.259 -0.306 -1.840
H -5.377 -1.092 -0.864
H 0.652 -1.689 0.649
N 0.998 2.576 -0.905
N 2.457 -1.334 1.388
N -0.384 0.281 1.352
N -4.631 -0.459 -0.883
O 1.462 1.514 1.640
O 3.838 -2.216 -0.228
O -1.663 -1.488 -1.328
O -4.240 -0.678 1.373
O 0.071 -2.079 -0.064

Summary:
Energy above the lowest of the compared OMol25 structures with the same formula, charge and spin: 25.9 kcal per mole
Multiplicity: 1
HOMO level: -10.04 eV
M: 260.2 g/mol
Frontier orbital gap: 10.540 eV
E: -947.84281 hartree
Charge: 0


[7]
This record from the OMol25 dataset describes a 5-piece molecular cluster, C2H14O4 overall at a distorted geometry. The level of theory is wB97M-V/def2-TZVPD.

CARTESIAN COORDINATES (ANGSTROEM)
C 2.109 -0.605 -0.743
C 1.518 0.170 -1.932
H 2.376 -1.584 -1.136
H 3.024 -0.143 -0.371
H 1.421 -0.758 0.082
H 2.001 -0.126 -2.861
H 1.599 1.260 -1.856
H 0.442 0.040 -2.052
H -0.879 -1.088 1.293
H -0.992 -0.783 2.801
O -0.371 -0.913 2.099
H -1.897 2.127 -0.627
H -0.785 1.279 0.000
O -1.557 1.235 -0.572
H -1.917 -0.666 -0.724
H -2.821 -1.790 -0.831
O -1.982 -1.577 -0.422
H 0.914 0.658 1.352
H 1.352 1.891 0.699
O 0.707 1.591 1.383

Summary:
Energy above the lowest of the compared OMol25 structures with the same formula, charge and spin: 4.7 kcal per mole
Multiplicity: 1
HOMO level: -11.34 eV
M: 102.1 g/mol
Frontier orbital gap: 11.937 eV
E: -385.55088 hartree
Charge: 0


[8]
This record from the OMol25 dataset describes one molecule with the formula C4H12N2O at a distorted geometry. The level of theory is wB97M-V/def2-TZVPD.

CARTESIAN COORDINATES (ANGSTROEM)
C 1.448 0.905 0.073
N 0.692 1.476 1.259
C 0.413 0.314 -0.913
C 1.020 -0.034 -2.236
N -0.379 -0.918 -0.402
C -1.474 -0.513 0.437
O -1.581 -1.247 1.666
H 2.152 0.102 0.271
H 2.040 1.789 -0.204
H 1.414 1.789 1.903
H 0.344 0.650 1.729
H -0.519 0.974 -1.035
H 0.289 -0.504 -2.922
H 1.040 0.964 -2.729
H 1.927 -0.637 -2.335
H -0.630 -1.534 -1.160
H -2.482 -0.551 -0.015
H -1.305 0.558 0.698
H -2.219 -0.760 2.197

Summary:
Energy above the lowest of the compared OMol25 structures with the same formula, charge and spin: 54.2 kcal per mole
Multiplicity: 1
HOMO level: -9.00 eV
M: 104.2 g/mol
Frontier orbital gap: 10.017 eV
E: -344.29861 hartree
Charge: 0


Look up the M of the seventh one.
102.1 g/mol


M of number 8 (C4H12N2O)?
104.2 g/mol